No. 1
Formula: C6H7N4
Source: the Open Molecules 2025 dataset
Level of theory: ωB97M-V with the def2-TZVPD basis set

## Properties
Calculated total energy, hartree: -451.5421
Frontier orbital gap (alpha / beta), eV: 8.9619 / 8.9613
Lowest unoccupied orbital energy (alpha / beta), eV: -5.46 / -5.47
Structure (SMILES): Cn1cccn/c1=[NH+]/C#N
Charge: +1

Cartesian coordinates (Å):
1 C -1.981 -1.751 -0.176
2 C 1.323 1.678 1.017
3 C 0.575 1.538 -0.156
4 C 1.318 0.548 1.904
5 C 0.125 -0.660 0.513
6 C -0.459 -0.033 -1.849
7 N -3.020 -1.750 -0.618
8 N 0.729 -0.539 1.637
9 N 0.152 0.268 -0.509
10 N -0.800 -1.871 0.413
11 H 1.777 2.577 1.416
12 H 0.466 2.430 -0.803
13 H 2.054 0.553 2.709
14 H -0.313 -1.137 -2.110
15 H -1.525 0.116 -2.047
16 H 0.226 0.518 -2.493
17 H -0.645 -2.487 1.151



No. 2
Formula: C2H5OP
Source: the Open Molecules 2025 dataset
Level of theory: ωB97M-V with the def2-TZVPD basis set

## Properties
Calculated total energy, hartree: -495.6768
Frontier orbital gap, eV: 9.9980
Lowest unoccupied orbital energy, eV: 0.62
Structure (SMILES): O/C=C\P

Cartesian coordinates (Å):
1 C 0.548 0.551 -0.378
2 C -0.757 0.305 -0.318
3 O -1.494 -0.741 0.376
4 P 2.323 -0.258 0.031
5 H 2.529 -1.717 -0.271
6 H 0.812 1.049 -1.278
7 H -1.293 1.037 -1.039
8 H -2.330 -0.459 0.798
9 H 2.209 -0.967 1.252



No. 3
Formula: C5H14N2O
Source: the Open Molecules 2025 dataset
Level of theory: ωB97M-V with the def2-TZVPD basis set

## Properties
Calculated total energy, hartree: -383.6111
Frontier orbital gap, eV: 9.3668
Lowest unoccupied orbital energy, eV: 0.69
Structure (SMILES): C=CC[C@H](N)CN.O

Cartesian coordinates (Å):
1 N -1.368 0.144 1.957
2 C -0.484 0.162 0.753
3 C 0.702 1.097 1.044
4 C 1.699 0.970 -0.054
5 C 1.876 1.833 -1.048
6 C -0.151 -1.256 0.388
7 N -1.376 -2.009 -0.032
8 H -0.904 -0.160 2.801
9 H -2.196 -0.410 1.799
10 H -1.112 0.604 -0.028
11 H 1.014 0.720 2.005
12 H 0.419 2.134 1.107
13 H 2.433 0.182 0.027
14 H 1.197 2.651 -1.276
15 H 2.547 1.766 -1.892
16 H 0.398 -1.903 1.071
17 H 0.507 -1.174 -0.493
18 H -1.093 -2.972 -0.173
19 H -1.596 -1.651 -0.956
20 H 0.324 -0.797 -2.568
21 H -0.418 0.540 -2.511
22 O -0.550 -0.410 -2.412



Computed values of relative energy (zero: lowest compared OMol25 entry of this formula, charge and spin) (unit: kcal per mole) for the preceding records, in sequence: 20.23; 65.07; 56.21.